[1]
# C69H89Br2F9N14O9S3

A 12-piece molecular cluster, C69H89Br2F9N14O9S3 overall in a non-equilibrium geometry (ωB97M-V with the def2-TZVPD basis set, the Open Molecules 2025 dataset).

## Properties
HOMO   -0.522 hartree
LUMO level   -13.269 eV
Charge   +6
Energy   -309266.443 eV

Each line ends with the Mulliken charge.
Cartesian coordinates (Å):
C1 -4.3474 0.3881 -10.7610  -0.882
N1 -4.5240 0.9595 -9.4443  0.140
C2 -4.8449 0.1322 -8.4366  -0.894
C3 -5.1571 0.6786 -7.1588  -0.412
C4 -5.0706 2.0357 -6.9289  1.062
C5 -4.8168 2.8246 -8.0445  -0.701
C6 -4.5189 2.2746 -9.2770  -0.576
C7 -5.5804 2.6819 -5.6575  1.104
C8 -6.5546 2.0447 -4.8845  -0.595
C9 -6.9314 2.6398 -3.6465  -0.353
N2 -6.3079 3.7367 -3.2457  0.113
C10 -5.4252 4.3983 -3.9879  -0.731
C11 -5.0596 3.8447 -5.2181  -0.653
C12 -6.5710 4.2001 -1.8583  -0.980
H1 -5.3029 0.4857 -11.2763  0.336
H2 -3.9690 -0.6088 -10.5346  0.315
H3 -3.5720 0.9576 -11.2733  0.441
H4 -4.7711 -0.9377 -8.5638  0.619
H5 -5.3532 -0.0904 -6.4263  0.219
H6 -4.7790 3.8854 -7.8454  0.547
H7 -4.5406 2.8783 -10.1723  0.556
H8 -7.0063 1.1313 -5.2424  0.652
H9 -7.5941 2.2257 -2.9011  0.475
H10 -5.0654 5.3099 -3.5341  0.499
H11 -4.2967 4.4236 -5.7174  0.423
H12 -7.6334 4.0224 -1.6916  0.414
H13 -6.3448 5.2596 -1.7380  0.380
H14 -5.9026 3.6674 -1.1818  0.245
C13 -1.3040 0.9778 -7.0968  -0.388
N3 -0.7527 1.2192 -5.7299  0.395
C14 0.4923 0.7917 -5.4905  -0.288
C15 0.9421 0.9463 -4.1753  0.211
C16 0.1766 1.4174 -3.1368  0.086
C17 -1.1198 1.8198 -3.5008  0.037
C18 -1.6191 1.7272 -4.8096  -1.052
C19 0.7515 1.6357 -1.7615  1.924
C20 1.6470 0.6665 -1.2310  -0.011
C21 2.1549 0.9773 0.0706  -1.268
N4 1.7187 2.0682 0.7971  0.645
C22 0.8887 2.9597 0.2862  -0.906
C23 0.3695 2.7661 -0.9984  -1.197
C24 2.1575 2.2830 2.1884  -1.150
H15 -0.9247 0.0064 -7.4141  0.270
H16 -1.0001 1.7755 -7.7747  0.450
H17 -2.3938 0.9788 -7.1176  -0.427
H18 1.0831 0.3670 -6.2886  0.277
H19 1.9590 0.7635 -3.8608  -0.187
H20 -1.7048 2.2072 -2.6798  -0.012
H21 -2.5462 2.1069 -5.2130  0.578
H22 1.9750 -0.2257 -1.7436  0.155
H23 2.8643 0.3643 0.6066  0.771
H24 0.6009 3.7970 0.9048  0.674
H25 -0.2227 3.4608 -1.5756  0.965
H26 1.3259 2.7025 2.7546  0.333
H27 3.0869 2.8407 2.0736  0.432
H28 2.4421 1.3438 2.6627  0.174
C25 0.7670 5.9086 4.6231  -1.032
N5 1.7990 5.5424 5.5355  0.056
C26 3.1073 5.7692 5.1834  -0.451
C27 4.0817 5.3069 5.9939  -0.409
C28 3.8277 4.5833 7.1569  0.647
C29 2.4943 4.3902 7.4391  -0.623
C30 1.4732 4.8647 6.6581  -0.418
C31 4.8733 4.3299 8.2266  0.393
C32 4.7049 4.7696 9.5301  -0.711
C33 5.7290 4.4909 10.4706  -0.230
N6 6.9062 4.0278 10.0505  -0.021
C34 7.0850 3.7175 8.7659  -0.411
C35 6.0861 3.7415 7.8547  -0.673
C36 8.0231 3.8108 11.0865  -0.806
H29 -0.1612 6.0317 5.1811  0.367
H30 0.6681 5.1683 3.8292  0.299
H31 0.9940 6.8931 4.2140  0.419
H32 3.1912 6.3246 4.2610  0.529
H33 5.1290 5.3645 5.7366  0.531
H34 2.2683 3.8318 8.3355  0.596
H35 0.4254 4.8270 6.9171  0.482
H36 3.7792 5.1827 9.9028  0.593
H37 5.7630 4.6612 11.5365  0.521
H38 8.0648 3.3419 8.5103  0.412
H39 6.3082 3.2618 6.9129  0.584
H40 8.0682 4.7047 11.7086  0.377
H41 8.9416 3.6580 10.5199  0.287
H42 7.7565 2.9694 11.7261  0.364
C37 -0.3686 -0.2850 4.1203  -1.173
N7 -1.1944 -1.2562 3.3658  0.312
C38 -0.6502 -2.4551 2.9993  -0.518
C39 -1.5572 -3.3992 2.4378  -0.404
C40 -2.8727 -3.1313 2.0765  1.124
C41 -3.3372 -1.8459 2.3839  -0.481
C42 -2.4762 -0.9217 3.0040  -0.504
C43 -3.7548 -4.1874 1.5759  0.608
C44 -3.2707 -5.1847 0.6442  -0.825
C45 -4.1011 -6.2091 0.1996  -0.393
N8 -5.3826 -6.3300 0.7038  0.045
C46 -5.8719 -5.4298 1.5803  -0.511
C47 -5.0855 -4.3561 1.9938  -0.645
C48 -6.3808 -7.2589 0.1765  -0.934
H43 0.1381 0.4952 3.5523  0.331
H44 0.3331 -0.8217 4.7589  0.447
H45 -1.0293 0.2346 4.8143  0.410
H46 0.3326 -2.7237 3.3574  0.490
H47 -1.1500 -4.3646 2.1760  0.595
H48 -4.3435 -1.5082 2.1849  0.293
H49 -2.8966 -0.0142 3.4117  0.324
H50 -2.2447 -5.1984 0.3071  0.377
H51 -3.8044 -6.9875 -0.4877  0.489
H52 -6.9243 -5.4201 1.8226  0.440
H53 -5.4506 -3.6058 2.6794  0.602
H54 -7.0874 -7.6138 0.9268  0.409
H55 -5.7957 -8.1085 -0.1756  0.315
H56 -6.9514 -6.8237 -0.6440  0.373
C49 -5.0103 -0.2872 -2.9027  -0.729
C50 -4.7760 -1.0530 -1.5353  -0.475
N9 -4.5704 -0.1274 -0.3975  0.942
C51 -3.5144 0.7700 -0.2105  0.544
C52 -3.7757 1.4820 0.9203  -1.860
N10 -5.0077 1.0544 1.3950  0.438
C53 -5.4757 0.0131 0.5800  -0.731
C54 -5.6818 1.5892 2.6061  -0.860
H57 -4.1150 0.3206 -3.0329  0.088
H58 -5.9098 0.3221 -2.8138  0.151
H59 -5.1245 -0.9650 -3.7487  0.491
H60 -3.8510 -1.6285 -1.5718  -0.192
H61 -5.6283 -1.7059 -1.3471  0.641
H62 -2.6944 0.7168 -0.9112  0.375
H63 -3.1801 2.2933 1.3119  0.616
H64 -6.3717 -0.5630 0.7575  0.462
H65 -5.2034 1.1626 3.4877  0.299
H66 -6.7440 1.3486 2.5610  0.337
H67 -5.4662 2.6565 2.5563  0.357
C55 0.9869 -7.6698 -2.6065  -0.703
C56 2.0485 -7.9007 -1.4588  -0.607
N11 2.2855 -6.5814 -0.8965  0.197
C57 1.5282 -5.9720 0.1175  -0.661
C58 1.9999 -4.6454 0.2460  -0.612
N12 2.9903 -4.4357 -0.6659  0.313
C59 3.1281 -5.6205 -1.4192  -0.238
C60 3.7059 -3.1955 -0.8475  -0.630
H68 0.9248 -8.6302 -3.1183  0.423
H69 1.1862 -6.7758 -3.1975  0.222
H70 0.0788 -7.4857 -2.0326  0.169
H71 2.9358 -8.3469 -1.9079  0.362
H72 1.6941 -8.6264 -0.7268  0.345
H73 0.6746 -6.4987 0.5181  0.480
H74 1.6100 -3.8274 0.8337  0.733
H75 3.7201 -5.6999 -2.3190  0.414
H76 2.9553 -2.4051 -0.8479  -0.009
H77 4.2800 -3.2323 -1.7734  0.388
H78 4.3664 -2.9889 -0.0054  0.348
C61 10.2604 -0.8905 5.8332  -1.338
C62 9.0006 -0.7938 6.7011  -0.235
N13 7.7842 -0.3915 5.9840  0.172
C63 7.5177 -0.6277 4.6559  -0.438
C64 6.2428 -0.2675 4.4204  -0.611
N14 5.7107 0.2677 5.5455  0.310
C65 6.6495 0.0843 6.5495  -0.264
C66 4.3575 0.7975 5.5954  -0.872
H79 10.1392 -1.6741 5.0853  0.405
H80 11.0886 -1.3271 6.3914  0.393
H81 10.6257 0.0448 5.4092  0.354
H82 9.1517 -0.2501 7.6337  0.360
H83 8.6751 -1.7662 7.0707  0.338
H84 8.2786 -0.9204 3.9475  0.418
H85 5.6659 -0.1370 3.5168  0.536
H86 6.4963 0.3247 7.5912  0.464
H87 3.6419 0.4252 4.8624  0.292
H88 4.3596 1.8784 5.4549  0.355
H89 4.0771 0.7074 6.6448  0.377
Br1 -2.9740 4.4884 -1.0776  -0.690
Br2 2.1569 -0.2657 -8.9675  -0.263
C67 0.5484 -2.9523 -2.8342  -0.029
F1 1.6991 -2.2473 -2.8372  0.099
F2 -0.0817 -2.7966 -3.9278  -0.250
F3 0.7163 -4.3103 -2.7419  -0.139
S1 -0.7215 -2.4413 -1.4661  0.724
O1 -1.2245 -1.0837 -1.8507  -0.156
O2 -1.7618 -3.5133 -1.4982  -0.516
O3 -0.0148 -2.3537 -0.1890  -0.454
C68 4.7515 1.8919 -2.4981  0.647
F4 3.5878 2.4628 -2.3964  -0.281
F5 5.6119 2.8500 -2.8805  -0.235
F6 5.1117 1.3616 -1.3379  -0.240
S2 4.7087 0.4805 -3.9131  1.011
O4 6.0913 -0.0233 -4.1496  -0.675
O5 3.8342 -0.5799 -3.4227  -0.540
O6 4.1625 1.1407 -5.0833  -0.637
C69 -1.8521 -2.5763 -6.4989  0.414
F7 -2.6354 -1.5951 -6.0126  -0.080
F8 -0.5492 -2.1833 -6.3770  -0.135
F9 -2.0223 -3.6331 -5.7597  -0.169
S3 -2.4013 -2.8189 -8.3629  1.230
O7 -2.3445 -1.4959 -8.9778  -0.622
O8 -1.5385 -3.8370 -9.0011  -0.659
O9 -3.7636 -3.2713 -8.3382  -0.716


[2]
# C6H10

One molecule with the formula C6H10 in a non-equilibrium geometry (ωB97M-V with the def2-TZVPD basis set, the Open Molecules 2025 dataset).

## Properties
HOMO   -0.301 hartree
LUMO level   1.236 eV
Charge   0
Structure (SMILES)   C1CC2(C1)CC2
Energy   -6380.441 eV
Energy relative to the best compared isomer or geometry (same formula, charge and spin)   329.85 kJ/mol

Each line ends with the Mulliken charge.
Cartesian coordinates (Å):
C1 1.7189 -0.1601 0.2635  -0.407
C2 0.6088 -1.2052 0.0265  -0.853
C3 -0.2681 -0.0839 -0.5179  0.533
C4 0.8037 1.0156 -0.1015  -0.701
C5 -1.3531 0.5881 0.3605  -0.828
C6 -1.7559 -0.2689 -0.7421  -0.434
H1 2.5201 -0.2213 -0.4666  0.226
H2 2.1205 -0.1526 1.2779  0.278
H3 0.9174 -2.0208 -0.6481  0.261
H4 0.1796 -1.6751 0.9220  0.275
H5 1.0961 1.7558 -0.8369  0.366
H6 0.5711 1.5755 0.8315  0.207
H7 -1.3425 0.3200 1.4049  0.340
H8 -1.4080 1.6625 0.1592  0.269
H9 -2.3268 0.1047 -1.5803  0.252
H10 -2.0817 -1.2342 -0.3523  0.215


[3]
# C6H10

One molecule with the formula C6H10 in a non-equilibrium geometry (ωB97M-V with the def2-TZVPD basis set, the Open Molecules 2025 dataset).

## Properties
HOMO   -0.317 hartree
LUMO level   1.229 eV
Charge   0
Structure (SMILES)   C=CCCC=C
Energy   -6381.427 eV
Energy relative to the best compared isomer or geometry (same formula, charge and spin)   234.65 kJ/mol

Each line ends with the Mulliken charge.
Cartesian coordinates (Å):
C1 -1.3512 0.7040 1.2979  -0.901
C2 -0.0650 0.4577 1.0632  0.024
C3 0.4445 1.0684 -0.2216  -0.866
C4 0.3110 0.1627 -1.4693  -0.506
C5 0.8479 -1.1002 -0.8652  -0.221
C6 0.1059 -1.7391 0.0453  -0.667
H1 -2.0087 0.8838 0.4444  0.226
H2 -1.8074 0.6922 2.2723  0.302
H3 0.6271 0.1103 1.8269  0.413
H4 -0.2201 1.9354 -0.2050  0.479
H5 1.4819 1.3998 -0.0876  0.281
H6 -0.7395 0.0855 -1.7825  0.252
H7 0.8839 0.5564 -2.3196  0.294
H8 1.9331 -1.1956 -0.8682  0.274
H9 0.5330 -2.3304 0.8466  0.299
H10 -0.9765 -1.6907 0.0226  0.318


[4]
# C6H10

One molecule with the formula C6H10 (ωB97M-V with the def2-TZVPD basis set, the Open Molecules 2025 dataset).

## Properties
HOMO   -0.363 hartree
LUMO level   1.091 eV
Charge   0
Structure (SMILES)   C#CCC(C)C
Energy   -6382.318 eV
Energy relative to the best compared isomer or geometry (same formula, charge and spin)   148.75 kJ/mol

Each line ends with the Mulliken charge.
Cartesian coordinates (Å):
C1 2.5207 0.6853 -0.3103  -0.025
C2 1.5446 0.8359 0.3786  -0.335
C3 0.2171 0.9362 0.9842  -0.871
C4 -0.7942 0.0758 0.1782  0.622
C5 -0.5789 0.1383 -1.3396  -1.482
C6 -0.7685 -1.3928 0.6225  -1.361
H1 3.3609 0.5405 -0.9491  0.380
H2 -0.0944 1.9893 1.0047  0.324
H3 0.2356 0.6084 2.0326  0.363
H4 -1.7858 0.4930 0.3932  0.271
H5 -1.4391 -0.3126 -1.8441  0.412
H6 0.3118 -0.4321 -1.6263  0.325
H7 -0.4478 1.1581 -1.7173  0.350
H8 -0.5781 -1.4928 1.6960  0.365
H9 -1.7216 -1.8862 0.4032  0.361
H10 0.0177 -1.9444 0.0935  0.301


[5]
# C6H10

A 2-piece molecular cluster, C6H10 overall in a non-equilibrium geometry (ωB97M-V with the def2-TZVPD basis set, the Open Molecules 2025 dataset).

## Properties
HOMO   -0.344 hartree
LUMO level   1.127 eV
Charge   0
Structure (SMILES)   C=C=CC.C=C
Energy   -6381.326 eV
Energy relative to the best compared isomer or geometry (same formula, charge and spin)   244.43 kJ/mol

Each line ends with the Mulliken charge.
Cartesian coordinates (Å):
C1 -0.3517 2.0378 -0.3850  -0.775
C2 -0.9225 0.9235 -0.7144  0.254
C3 -1.3035 -0.2886 -0.9453  -0.116
C4 -2.0341 -1.1883 0.0032  -1.061
H1 0.6989 1.9585 -0.0371  0.160
H2 -0.8106 3.0062 -0.4042  0.281
H3 -1.2302 -0.6343 -1.9676  0.306
H4 -2.0483 -0.7697 1.0106  0.321
H5 -3.0651 -1.3361 -0.3241  0.352
H6 -1.5677 -2.1750 0.0363  0.297
C5 2.5497 0.2141 0.7209  -0.553
C6 1.5980 -0.6766 0.4868  -0.470
H7 3.3661 0.3498 0.0215  0.245
H8 2.6341 0.7402 1.6625  0.282
H9 1.6130 -1.2800 -0.4002  0.229
H10 0.8739 -0.8815 1.2359  0.249


[6]
# C6H10

One molecule with the formula C6H10 (ωB97M-V with the def2-TZVPD basis set, the Open Molecules 2025 dataset).

## Properties
HOMO   -0.289 hartree
LUMO level   -0.197 eV
Charge   0
Energy   -6380.206 eV
Energy relative to the best compared isomer or geometry (same formula, charge and spin)   352.50 kJ/mol

Each line ends with the Mulliken charge.
Cartesian coordinates (Å):
C1 -1.2830 0.7392 -0.6728  -1.354
C2 -0.2730 0.2924 0.3472  0.737
C3 -0.5177 0.7634 1.7354  -1.310
C4 0.7409 -1.2718 -1.2783  -1.442
C5 0.8041 -0.4894 0.0043  0.756
C6 1.9083 -0.3289 0.8712  -0.908
H1 -1.4668 1.8105 -0.5353  0.389
H2 -2.2419 0.2277 -0.5117  0.331
H3 -0.9731 0.5709 -1.7079  0.338
H4 0.1025 0.1978 2.4308  0.438
H5 -0.2650 1.8231 1.8109  0.325
H6 -1.5870 0.6498 1.9562  0.360
H7 -0.2632 -1.6827 -1.4572  0.355
H8 1.0198 -0.6601 -2.1411  0.321
H9 1.4378 -2.1022 -1.1748  0.430
H10 2.8573 -0.5396 0.3232  0.233


[7]
# C6H10

One molecule with the formula C6H10 in a non-equilibrium geometry (ωB97M-V with the def2-TZVPD basis set, the Open Molecules 2025 dataset).

## Properties
HOMO   -0.348 hartree
LUMO level   1.242 eV
Charge   0
Structure (SMILES)   C[C@H]1C[C@H]2C[C@H]21
Energy   -6382.204 eV
Energy relative to the best compared isomer or geometry (same formula, charge and spin)   159.71 kJ/mol

Each line ends with the Mulliken charge.
Cartesian coordinates (Å):
C1 -1.0447 -0.7581 1.3531  -1.356
C2 0.3137 -0.3741 0.7511  0.168
C3 0.5746 -1.0233 -0.6429  -0.821
C4 0.7850 0.3731 -1.2085  -0.113
C5 -0.3713 1.3075 -0.9381  -0.615
C6 0.6016 1.0351 0.1349  -0.298
H1 -1.0814 -1.7835 1.7586  0.350
H2 -1.3310 -0.0799 2.1580  0.323
H3 -1.8274 -0.7310 0.5819  0.306
H4 1.1291 -0.3532 1.4611  0.353
H5 1.4397 -1.6896 -0.7385  0.304
H6 -0.2946 -1.5455 -1.0671  0.263
H7 1.5234 0.6165 -1.9619  0.377
H8 -1.3789 0.9372 -0.7673  0.129
H9 -0.3096 2.2742 -1.4247  0.270
H10 1.2718 1.7945 0.5502  0.360


[8]
# C6H10

A 2-piece molecular cluster, C6H10 overall (ωB97M-V with the def2-TZVPD basis set, the Open Molecules 2025 dataset).

## Properties
HOMO (spin up / spin down)   -0.299 / -0.299 hartree
LUMO level (spin up / spin down)   -0.937 / -0.939 eV
Charge   0
Energy   -6378.988 eV
Energy relative to the best compared isomer or geometry (same formula, charge and spin)   470.07 kJ/mol

Each line ends with the Mulliken charge.
Cartesian coordinates (Å):
C1 3.3226 0.3684 0.3435  -0.941
C2 1.2525 -1.6129 -0.9219  -1.507
C3 0.1407 -1.1055 -0.3343  0.604
C4 -0.9082 -0.6130 0.0929  0.667
C5 -2.1638 -0.0045 0.5090  -0.601
C6 -2.8561 0.8404 -0.5658  -1.046
H1 3.0452 1.4194 0.4577  0.247
H2 2.8836 -0.2098 1.1615  0.211
H3 4.4107 0.2706 0.3699  0.291
H4 2.9458 -0.0037 -0.6157  0.221
H5 1.8055 -2.2857 -0.2480  0.319
H6 -1.9620 0.5941 1.4086  0.299
H7 -2.8257 -0.8121 0.8523  0.294
H8 -3.0572 0.2380 -1.4565  0.312
H9 -3.8073 1.2320 -0.1909  0.326
H10 -2.2263 1.6844 -0.8623  0.305